Here is a cluster of 2 separate species, C2H5Cl2P in total from the OMol25 dataset. Energies are from ωB97M-V with the def2-TZVPD basis set.

The geometry in XYZ format:
```
10
Properties=species:S:1:pos:R:3:forces:R:3:mulliken_charge:R:1
C 0.52290 -0.30751 -2.45030 0.97 1.41 2.42 -0.464
C 0.20021 0.24982 1.39404 1.29 0.49 1.20 -0.876
P -0.58822 -0.28423 -0.12495 0.99 1.17 -2.02 0.514
Cl -1.71720 -1.80822 0.48098 -0.26 -0.68 0.30 -0.217
Cl -1.94897 1.21031 -0.21902 -0.41 0.31 -0.32 -0.218
H 1.41537 -0.90598 -2.00567 -0.97 0.70 -0.53 0.180
H 0.87282 0.83247 -2.17256 -0.65 -2.22 -0.50 0.142
H -0.59687 0.43483 2.18077 1.26 -0.41 -0.72 0.319
H 0.92614 -0.56962 1.60423 -0.74 0.27 0.51 0.307
H 0.91383 1.14814 1.31247 -1.50 -1.05 -0.35 0.314
```
Forces are in eV/Å.

Values from the calculation:
- Kohn-Sham gap: 8.914 eV
- Maximum force: 0.05772 hartree/bohr
- HOMO energy: -8.95 eV
- DFT total energy: -36485.71227 eV
- ΔE to the lowest compared entry with this formula, charge and spin: 70.33 kcal/mol